[1]
# C3H8O

2 unconnected molecules or ions with the total composition C3H8O in a non-equilibrium geometry (the ωB97M-V functional and the def2-TZVPD basis, the Open Molecules 2025 dataset).

```
12
Properties=species:S:1:pos:R:3:nbo_charge:R:1
C -0.52 1.15 1.51 -0.39
C -0.21 0.03 0.80 -0.18
C -1.03 -0.66 -0.38 -0.66
H -1.42 1.71 1.47 0.20
H 0.20 1.46 2.29 0.20
H 0.76 -0.43 0.94 0.18
H -1.95 -0.16 -0.70 0.22
H -0.46 -0.65 -1.31 0.21
H -1.35 -1.67 -0.08 0.22
O 1.95 0.10 -1.58 -0.93
H 2.66 -0.37 -1.89 0.46
H 1.38 -0.50 -1.08 0.47
```

Summary:
SMILES: C=CC.O
highest occupied orbital energy: -9.75 eV
orbital gap: 10.74 eV
M: 60.1 g/mol

[2]
# C3H8O

C3H8O in the gas phase in a non-equilibrium geometry (the ωB97M-V functional and the def2-TZVPD basis, the Open Molecules 2025 dataset).

```
12
Properties=species:S:1:pos:R:3:nbo_charge:R:1
C 0.99 1.13 0.39 -0.62
C 0.24 -0.21 0.44 -0.43
C -0.78 -0.36 -0.67 -0.05
O -1.20 -1.70 -0.86 -0.72
H 0.70 1.67 -0.51 0.21
H 0.81 1.78 1.25 0.21
H 2.07 0.98 0.47 0.22
H -0.22 -0.31 1.43 0.19
H 0.88 -1.09 0.31 0.21
H -0.24 -0.15 -1.60 0.17
H -1.64 0.31 -0.57 0.16
H -1.61 -2.05 -0.09 0.46
```

Summary:
SMILES: CCCO
highest occupied orbital energy: -10.35 eV
orbital gap: 11.45 eV
M: 60.1 g/mol

[3]
# C3H8O

2 unconnected molecules or ions with the total composition C3H8O in a non-equilibrium geometry (the ωB97M-V functional and the def2-TZVPD basis, the Open Molecules 2025 dataset).

```
12
Properties=species:S:1:pos:R:3:nbo_charge:R:1
C -0.98 1.95 0.89 -0.74
C -0.37 0.64 0.49 0.45
O 0.51 0.04 1.02 -0.51
H -1.84 2.07 0.24 0.22
H -1.31 2.01 1.93 0.24
H -0.26 2.77 0.86 0.25
H -0.79 0.21 -0.44 0.09
C 0.78 -2.26 -1.96 -0.87
H 1.50 -2.67 -2.66 0.22
H 1.31 -2.33 -1.00 0.22
H 0.38 -1.25 -1.93 0.21
H -0.09 -2.92 -1.93 0.21
```

Summary:
SMILES: CC=O.C
highest occupied orbital energy: -9.96 eV
orbital gap: 10.99 eV
M: 60.1 g/mol

[4]
# C3H8O

C3H8O in the gas phase in a non-equilibrium geometry (the ωB97M-V functional and the def2-TZVPD basis, the Open Molecules 2025 dataset).

```
12
Properties=species:S:1:pos:R:3:nbo_charge:R:1
C 1.36 0.00 -0.38 -0.62
C -0.15 0.19 -0.44 0.09
C -0.76 0.16 0.94 -0.61
O -0.86 -0.84 -1.12 -0.71
H 1.78 0.03 -1.38 0.22
H 1.84 0.80 0.21 0.21
H 1.63 -0.96 0.09 0.21
H -0.35 1.16 -0.93 0.15
H -0.40 1.03 1.52 0.22
H -1.92 -0.03 0.71 0.17
H -0.44 -0.75 1.46 0.21
H -1.74 -0.79 -0.67 0.46
```

Summary:
SMILES: CC(C)O
highest occupied orbital energy: -10.24 eV
orbital gap: 11.26 eV
M: 60.1 g/mol